A 10-piece molecular cluster, H20O10 overall. Source: the Open Molecules 2025 dataset; level of theory: ωB97M-V with the def2-TZVPD basis set.

Calculated values
- energy relative to the best compared isomer or geometry (same formula, charge and spin) (kcal/mol) = 71.3
- net charge = 0
- E_HOMO (eV) = -10.4
- SMILES = O.O.O.O.O.O.O.O.O.O
- largest force on an atom (eV Å⁻¹) = 0.475

Each atom is followed by the atoms it is bonded to, with distances in Å.
Geometry (Å):
1 O 0.9707 -1.9025 -1.4287  H2 0.962, H3 0.961
2 H 1.3995 -1.4733 -2.1750  O1 0.962
3 H 1.6592 -2.0215 -0.7688  O1 0.961
4 O -0.4311 0.9703 -0.2565  H5 0.968, H6 0.962
5 H 0.5286 1.0109 -0.3753  O4 0.968
6 H -0.5511 0.4100 0.5164  O4 0.962
7 O -1.6314 -1.9386 -2.4821  H8 0.961, H9 0.967
8 H -1.7631 -2.8872 -2.5599  O7 0.961
9 H -0.8503 -1.8361 -1.9207  O7 0.967
10 O 2.4012 0.7097 -0.6210  H11 0.962, H12 0.964
11 H 2.9769 -0.0242 -0.3872  O10 0.962
12 H 2.1007 0.5203 -1.5173  O10 0.964
13 O -1.9178 -2.3096 0.5690  H14 0.961, H15 0.962
14 H -2.6311 -2.9454 0.4624  O13 0.961
15 H -1.1639 -2.7048 0.1209  O13 0.962
16 O -2.1607 1.8961 1.9211  H17 0.963, H18 0.965
17 H -1.8055 1.4287 2.6843  O16 0.963
18 H -1.5645 1.6805 1.1937  O16 0.965
19 O -1.2380 1.8120 -2.8282  H20 0.968, H21 0.960
20 H -0.9524 1.5432 -1.9435  O19 0.968
21 H -2.1526 2.0805 -2.7134  O19 0.960
22 O 3.0314 3.4374 -1.2266  H23 0.966, H24 0.961
23 H 3.0529 2.5341 -0.8857  O22 0.966
24 H 3.8223 3.5245 -1.7650  O22 0.961
25 O -1.2602 -1.2212 3.0877  H26 0.961, H27 0.971
26 H -1.2693 -2.0571 3.5614  O25 0.961
27 H -1.4087 -1.4556 2.1577  O25 0.971
28 O 0.7336 0.7329 3.1400  H29 0.968, H30 0.961
29 H 0.4210 -0.1771 3.0332  O28 0.968
30 H 1.6539 0.6631 3.4068  O28 0.961

Results of the natural (NBO) charge analysis, in e, for atoms 1 through 6: O -0.9490; H 0.4821; H 0.4771; O -0.9686; H 0.4943; H 0.4804

---

A 10-piece molecular cluster, H20O10 overall in a non-equilibrium geometry. Source: the Open Molecules 2025 dataset; level of theory: ωB97M-V with the def2-TZVPD basis set.

Calculated values
- energy relative to the best compared isomer or geometry (same formula, charge and spin) (kcal/mol) = 72.3
- net charge = 0
- E_HOMO (eV) = -10.2
- SMILES = O.O.O.O.O.O.O.O.O.O
- largest force on an atom (eV Å⁻¹) = 2.241

Each atom is followed by the atoms it is bonded to, with distances in Å.
Geometry (Å):
1 O 0.6570 -1.4623 1.7626  H2 0.955, H3 0.955
2 H 1.4620 -1.5603 2.2666  O1 0.955
3 H 0.0930 -2.2333 1.7706  O1 0.955
4 O -3.9180 -1.3873 -1.0084  H5 0.967, H6 0.970
5 H -3.8640 -0.5503 -0.5274  O4 0.967
6 H -4.8260 -1.2713 -1.3284  O4 0.970
7 O -0.1940 0.2927 -0.2624  H8 0.940, H9 0.964
8 H -1.1230 0.2147 -0.1444  O7 0.940
9 H 0.1480 -0.1633 0.5146  O7 0.964
10 O 3.6010 -1.1163 1.4936  H11 0.937, H12 0.984
11 H 3.9230 -0.8133 2.3196  O10 0.937
12 H 2.9070 -0.4693 1.2346  O10 0.984
13 O 2.2020 1.1737 1.0886  H14 0.942, H15 0.951
14 H 1.9900 1.2537 0.1746  O13 0.942
15 H 2.9270 1.7247 1.3616  O13 0.951
16 O 0.8930 0.0497 -3.5054  H17 0.982, H18 0.971
17 H 0.2470 0.6747 -3.1094  O16 0.982
18 H 1.7450 0.5127 -3.5594  O16 0.971
19 O 0.0900 -2.2743 -1.2024  H20 0.964, H21 0.954
20 H -0.0580 -1.3273 -1.0974  O19 0.964
21 H -0.5830 -2.5543 -1.8184  O19 0.954
22 O 0.7050 1.0087 3.4066  H23 0.973, H24 0.989
23 H 1.4240 1.0207 4.0626  O22 0.973
24 H 1.0360 0.7017 2.5266  O22 0.989
25 O -0.7620 1.7997 -2.3564  H26 0.966, H27 0.937
26 H -0.4250 1.3767 -1.5564  O25 0.966
27 H -1.5810 1.4137 -2.5964  O25 0.937
28 O -2.7470 0.9417 -0.0084  H29 0.932, H30 0.934
29 H -2.9390 1.5977 -0.6424  O28 0.932
30 H -3.0290 1.4257 0.7396  O28 0.934

Results of the natural (NBO) charge analysis, in e, for atoms 1 through 6: O -0.9856; H 0.4998; H 0.5030; O -0.9423; H 0.4738; H 0.4575

---

A 10-piece molecular cluster, H20O10 overall. Source: the Open Molecules 2025 dataset; level of theory: ωB97M-V with the def2-TZVPD basis set.

Calculated values
- energy relative to the best compared isomer or geometry (same formula, charge and spin) (kcal/mol) = 62.1
- net charge = 0
- E_HOMO (eV) = -10.5
- SMILES = O.O.O.O.O.O.O.O.O.O
- largest force on an atom (eV Å⁻¹) = 0.522

Each atom is followed by the atoms it is bonded to, with distances in Å.
Geometry (Å):
1 O 0.5510 2.6289 -1.0488  H2 0.966, H3 0.964
2 H 0.9422 1.7757 -1.2785  O1 0.966
3 H 1.2620 3.2631 -1.1970  O1 0.964
4 O -0.5477 -3.1919 -1.8472  H5 0.965, H6 0.965
5 H -1.3567 -2.6847 -1.7083  O4 0.965
6 H -0.4525 -3.2511 -2.8052  O4 0.965
7 O 0.7672 -0.2630 -3.1170  H8 0.963, H9 0.968
8 H 0.3798 -0.7757 -3.8338  O7 0.963
9 H 0.0985 -0.2594 -2.4170  O7 0.968
10 O -1.1304 4.0914 1.0226  H11 0.968, H12 0.962
11 H -0.6769 3.3178 0.6576  O10 0.968
12 H -1.0672 4.7499 0.3239  O10 0.962
13 O 0.6896 2.7758 3.1742  H14 0.966, H15 0.963
14 H 0.3376 2.1712 2.5083  O13 0.966
15 H 1.1915 2.2104 3.7712  O13 0.963
16 O -2.1442 -1.8876 1.3817  H17 0.967, H18 0.966
17 H -1.9431 -2.7940 1.6524  O16 0.967
18 H -3.0091 -1.9378 0.9541  O16 0.966
19 O 1.7988 -3.7084 -0.2021  H20 0.973, H21 0.962
20 H 1.0176 -3.3127 -0.6268  O19 0.973
21 H 1.4551 -4.4390 0.3216  O19 0.962
22 O -0.1213 -0.1999 -0.1745  H23 0.969, H24 0.975
23 H -0.5204 -1.0310 0.1244  O22 0.969
24 H -0.4863 0.4795 0.4213  O22 0.975
25 O 2.9498 0.5110 -0.7638  H26 0.964, H27 0.967
26 H 3.1826 -0.2927 -1.2429  O25 0.964
27 H 2.0398 0.3592 -0.4737  O25 0.967
28 O -1.4551 0.8117 2.2648  H29 0.965, H30 0.972
29 H -2.3607 1.0341 2.0174  O28 0.965
30 H -1.3916 -0.1507 2.1410  O28 0.972

Results of the natural (NBO) charge analysis, in e, for atoms 1 through 6: O -0.9692; H 0.4873; H 0.4825; O -0.9519; H 0.4741; H 0.4855

---

A 10-piece molecular cluster, H20O10 overall in a non-equilibrium geometry. Source: the Open Molecules 2025 dataset; level of theory: ωB97M-V with the def2-TZVPD basis set.

Calculated values
- energy relative to the best compared isomer or geometry (same formula, charge and spin) (kcal/mol) = 57.2
- net charge = 0
- E_HOMO (eV) = -10.3
- SMILES = O.O.O.O.O.O.O.O.O.O
- largest force on an atom (eV Å⁻¹) = 4.371

Each atom is followed by the atoms it is bonded to, with distances in Å.
Geometry (Å):
1 O -17.9680 -0.0930 -19.1440  H2 0.928, H3 0.960
2 H -17.2580 0.1890 -18.6180  O1 0.928
3 H -18.7480 0.4180 -18.9160  O1 0.960
4 O -13.1180 -0.8340 -17.8040  H5 0.915, H6 0.960
5 H -13.9340 -0.6420 -18.1700  O4 0.915
6 H -12.5770 -1.2190 -18.4980  O4 0.960
7 O -15.6760 0.5730 -17.9280  H8 0.994, H9 0.949
8 H -15.3510 1.2220 -17.2490  O7 0.994
9 H -15.6090 1.0280 -18.7580  O7 0.949
10 O -16.4140 -5.8580 -19.3750  H11 0.969, H12 0.970
11 H -15.9100 -6.0020 -20.1900  O10 0.969
12 H -15.9120 -5.1150 -19.0050  O10 0.970
13 O -14.2480 -2.5320 -22.4580  H14 0.896, H15 0.937
14 H -15.0970 -2.3140 -22.6440  O13 0.896
15 H -13.8860 -2.9460 -23.2170  O13 0.937
16 O -14.9380 -3.8480 -18.4230  H17 0.964, H18 0.949
17 H -14.7290 -3.4740 -17.5590  O16 0.964
18 H -14.1500 -3.7390 -18.9400  O16 0.949
19 O -14.2650 0.2790 -20.6820  H20 0.965, H21 0.935
20 H -14.9890 0.9160 -20.6590  O19 0.965
21 H -14.6740 -0.5580 -20.5990  O19 0.935
22 O -16.3490 2.0020 -20.5390  H23 0.951, H24 0.966
23 H -16.6090 2.7380 -19.9950  O22 0.951
24 H -17.0710 1.3600 -20.5590  O22 0.966
25 O -15.9110 -1.8040 -19.9610  H26 0.965, H27 0.915
26 H -15.6610 -2.5340 -19.3810  O25 0.965
27 H -16.6500 -1.4010 -19.6010  O25 0.915
28 O -12.8480 -3.2840 -19.8540  H29 0.926, H30 0.953
29 H -12.0150 -3.5230 -20.1800  O28 0.926
30 H -13.2850 -2.9850 -20.6460  O28 0.953

Results of the natural (NBO) charge analysis, in e, for atoms 1 through 6: O -0.9846; H 0.4910; H 0.4843; O -0.9627; H 0.4814; H 0.4769

---

A 10-piece molecular cluster, H20O10 overall in a non-equilibrium geometry. Source: the Open Molecules 2025 dataset; level of theory: ωB97M-V with the def2-TZVPD basis set.

Calculated values
- energy relative to the best compared isomer or geometry (same formula, charge and spin) (kcal/mol) = 68.4
- net charge = 0
- E_HOMO (eV) = -9.9
- SMILES = O.O.O.O.O.O.O.O.O.O
- largest force on an atom (eV Å⁻¹) = 1.964

Each atom is followed by the atoms it is bonded to, with distances in Å.
Geometry (Å):
1 O -0.3926 2.5437 -0.0208  H2 0.961, H3 0.934
2 H 0.3203 3.1293 0.2497  O1 0.961
3 H -1.0497 2.7607 0.6071  O1 0.934
4 O -2.6957 -0.8215 1.5085  H5 0.961, H6 0.961
5 H -2.1240 -0.0867 1.7477  O4 0.961
6 H -2.4349 -1.5269 2.1066  O4 0.961
7 O 0.0488 3.4596 -2.6003  H8 0.995, H9 0.971
8 H -0.1652 2.9658 -3.4377  O7 0.995
9 H -0.2648 2.9507 -1.8346  O7 0.971
10 O 1.4046 -3.1058 0.5922  H11 0.948, H12 0.954
11 H 2.1849 -2.9208 1.0974  O10 0.948
12 H 1.3534 -4.0445 0.4290  O10 0.954
13 O -0.1595 -0.1245 -0.1140  H14 0.965, H15 0.958
14 H -0.2539 0.8350 -0.0844  O13 0.965
15 H 0.3986 -0.3246 0.6380  O13 0.958
16 O 0.3609 -1.3157 2.4584  H17 0.952, H18 0.927
17 H 0.6511 -2.1581 2.1240  O16 0.952
18 H -0.3941 -1.4779 2.9709  O16 0.927
19 O 1.1481 2.1200 2.9441  H20 0.984, H21 0.952
20 H 1.0045 3.0872 3.0543  O19 0.984
21 H 1.6062 1.9854 2.1206  O19 0.952
22 O 1.6045 1.0490 -1.8450  H23 0.980, H24 0.949
23 H 1.1963 1.4484 -2.6411  O22 0.980
24 H 0.8572 0.5723 -1.5071  O22 0.949
25 O 0.2924 -1.4698 -2.9797  H26 0.991, H27 0.973
26 H -0.3863 -1.7492 -2.3141  O25 0.991
27 H 1.1291 -1.3185 -2.5067  O25 0.973
28 O -1.5236 -2.4031 -1.0551  H29 0.954, H30 0.947
29 H -2.4540 -2.3385 -1.2549  O28 0.954
30 H -1.2625 -1.7211 -0.4528  O28 0.947

Results of the natural (NBO) charge analysis, in e, for atoms 1 through 6: O -0.9398; H 0.4939; H 0.4868; O -0.9308; H 0.4717; H 0.4606

---

A 10-piece molecular cluster, H20O10 overall in a non-equilibrium geometry. Source: the Open Molecules 2025 dataset; level of theory: ωB97M-V with the def2-TZVPD basis set.

Calculated values
- energy relative to the best compared isomer or geometry (same formula, charge and spin) (kcal/mol) = 88.7
- net charge = 0
- E_HOMO (eV) = -9.5
- SMILES = O.O.O.O.O.O.O.O.O.O
- largest force on an atom (eV Å⁻¹) = 2.944

Each atom is followed by the atoms it is bonded to, with distances in Å.
Geometry (Å):
1 O -0.8776 1.8299 -1.5053  H2 0.959, H3 0.947
2 H -0.7506 1.0149 -1.9943  O1 0.959
3 H -1.8216 1.8469 -1.4353  O1 0.947
4 O -1.0506 -0.9691 -2.0873  H5 0.939, H6 0.961
5 H -1.8616 -0.9491 -2.5603  O4 0.939
6 H -0.5296 -1.6951 -2.4403  O4 0.961
7 O 3.0924 -0.5491 1.7027  H8 0.999, H9 0.990
8 H 4.0634 -0.7821 1.7107  O7 0.999
9 H 2.6584 -1.2671 1.1767  O7 0.990
10 O 0.9164 -2.9571 -2.6483  H11 0.976, H12 0.942
11 H 1.0344 -2.5131 -1.7873  O10 0.976
12 H 1.5624 -3.6431 -2.6653  O10 0.942
13 O -1.0736 4.0339 0.4197  H14 0.990, H15 0.980
14 H -1.6686 4.7869 0.1767  O13 0.990
15 H -1.1976 3.4179 -0.3323  O13 0.980
16 O 0.6834 -0.0261 2.8677  H17 0.983, H18 0.996
17 H 0.0994 -0.8161 2.9017  O16 0.983
18 H 0.0604 0.6959 2.5807  O16 0.996
19 O -1.3746 1.3899 1.8497  H20 0.964, H21 0.952
20 H -1.5876 2.3169 1.6937  O19 0.964
21 H -1.6246 1.1729 2.7427  O19 0.952
22 O 1.6514 -2.0831 -0.1203  H23 1.029, H24 1.003
23 H 0.7564 -2.4951 0.1767  O22 1.029
24 H 2.2004 -2.8501 -0.4623  O22 1.003
25 O -2.1776 -0.5641 0.2727  H26 0.984, H27 0.928
26 H -1.7156 -0.6361 -0.5933  O25 0.984
27 H -1.6916 0.0929 0.7117  O25 0.928
28 O 0.9664 0.8519 0.1437  H29 0.928, H30 0.960
29 H 0.2014 1.3009 -0.1273  O28 0.928
30 H 1.0574 0.0449 -0.3673  O28 0.960

Results of the natural (NBO) charge analysis, in e, for atoms 1 through 6: O -0.9621; H 0.5042; H 0.4681; O -0.9708; H 0.4880; H 0.5138

---

A 10-piece molecular cluster, H20O10 overall in a non-equilibrium geometry. Source: the Open Molecules 2025 dataset; level of theory: ωB97M-V with the def2-TZVPD basis set.

Calculated values
- energy relative to the best compared isomer or geometry (same formula, charge and spin) (kcal/mol) = 129.5
- net charge = 0
- E_HOMO (eV) = -10.3
- SMILES = O.O.O.O.O.O.O.O.O.O
- largest force on an atom (eV Å⁻¹) = 6.784

Each atom is followed by the atoms it is bonded to, with distances in Å.
Geometry (Å):
1 O -1.3099 -1.6273 -1.0445  H2 0.978, H3 0.914
2 H -0.7866 -1.4362 -1.8484  O1 0.978
3 H -1.6825 -2.4588 -1.1197  O1 0.914
4 O 0.2030 -0.1111 0.5225  H5 0.905, H6 0.918
5 H -0.6573 -0.3039 0.7272  O4 0.905
6 H 0.0814 -0.2703 -0.3729  O4 0.918
7 O -0.8304 -0.1266 2.6816  H8 0.895, H9 1.043
8 H 0.0348 -0.3091 2.5424  O7 0.895
9 H -1.1060 -1.1075 2.9056  O7 1.043
10 O -1.1218 3.6332 -1.0796  H11 0.933, H12 0.926
11 H -0.6517 2.9989 -1.5774  O10 0.933
12 H -0.3984 4.0604 -0.6903  O10 0.926
13 O 1.7263 -1.7781 1.2314  H14 0.911, H15 1.046
14 H 0.8418 -1.9460 1.3700  O13 0.911
15 H 2.4113 -2.3158 1.8109  O13 1.046
16 O -1.0769 -2.7989 2.5067  H17 0.985, H18 0.941
17 H -0.5304 -3.5667 2.7915  O16 0.985
18 H -1.8277 -2.7516 3.0715  O16 0.941
19 O 2.2775 2.2679 -1.3087  H20 0.985, H21 0.876
20 H 1.5094 2.8668 -1.4588  O19 0.985
21 H 3.0074 2.7491 -1.3709  O19 0.876
22 O 1.9838 -0.0895 -1.7856  H23 1.013, H24 1.009
23 H 2.8364 0.4535 -1.7254  O22 1.013
24 H 2.0670 -0.6680 -0.9633  O22 1.009
25 O -2.8658 1.6861 1.2630  H26 0.928, H27 0.909
26 H -2.4273 0.9348 1.5873  O25 0.928
27 H -2.2050 2.2786 1.0659  O25 0.909
28 O -0.1545 -0.2389 -3.2040  H29 0.980, H30 0.943
29 H 0.2015 0.1245 -4.0420  O28 0.980
30 H 0.4505 -0.1494 -2.4861  O28 0.943

Results of the natural (NBO) charge analysis, in e, for atoms 1 through 6: O -0.9746; H 0.4947; H 0.4722; O -0.9400; H 0.4775; H 0.4586

---

A 10-piece molecular cluster, H20O10 overall in a non-equilibrium geometry. Source: the Open Molecules 2025 dataset; level of theory: ωB97M-V with the def2-TZVPD basis set.

Calculated values
- energy relative to the best compared isomer or geometry (same formula, charge and spin) (kcal/mol) = 78.2
- net charge = 0
- E_HOMO (eV) = -10.7
- SMILES = O.O.O.O.O.O.O.O.O.O
- largest force on an atom (eV Å⁻¹) = 2.826

Each atom is followed by the atoms it is bonded to, with distances in Å.
Geometry (Å):
1 O 1.4427 -3.0401 -0.3423  H2 0.959, H3 0.961
2 H 0.8071 -2.4991 0.1305  O1 0.959
3 H 2.0937 -2.4764 -0.7685  O1 0.961
4 O -2.7178 1.1666 1.0297  H5 0.956, H6 0.971
5 H -3.4488 0.9836 0.4407  O4 0.956
6 H -2.2484 0.3259 1.1563  O4 0.971
7 O 1.7601 1.6624 0.2916  H8 0.959, H9 0.970
8 H 1.9573 2.5995 0.3510  O7 0.959
9 H 1.1257 1.7341 -0.4393  O7 0.970
10 O -1.2206 -1.1289 -2.1685  H11 0.955, H12 0.953
11 H -1.4457 -1.7494 -1.4787  O10 0.955
12 H -1.8642 -0.9423 -2.8465  O10 0.953
13 O -1.6573 -0.6033 3.4924  H14 0.959, H15 0.976
14 H -0.9916 -1.2898 3.5633  O13 0.959
15 H -1.1577 0.0727 2.9954  O13 0.976
16 O -2.3287 -1.9254 1.1047  H17 0.949, H18 0.958
17 H -2.5050 -2.2851 1.9654  O16 0.949
18 H -3.0602 -1.4209 0.7478  O16 0.958
19 O 0.6378 0.5721 2.4023  H20 0.959, H21 0.964
20 H 1.3907 0.3029 1.8734  O19 0.959
21 H 1.0664 1.0018 3.1507  O19 0.964
22 O 0.1511 3.4871 -1.5113  H23 0.943, H24 0.955
23 H 0.3325 3.5566 -2.4340  O22 0.943
24 H -0.6913 3.1218 -1.2501  O22 0.955
25 O 0.2418 1.1724 -2.1733  H26 0.974, H27 0.961
26 H 0.0128 0.2268 -2.1245  O25 0.974
27 H 1.1882 1.1983 -2.3391  O25 0.961
28 O 3.4927 -1.5321 -1.7966  H29 0.961, H30 0.964
29 H 4.2030 -1.7211 -1.1770  O28 0.961
30 H 3.4338 -0.5710 -1.8457  O28 0.964

Results of the natural (NBO) charge analysis, in e, for atoms 1 through 6: O -0.9691; H 0.4667; H 0.4901; O -0.9451; H 0.4581; H 0.4828

---

In order of appearance, LUMO energy = -0.789 -0.089 -0.599 0.038 -0.166 -0.225 0.031 0.160 eV.